A 2-piece molecular cluster, C4H12NO2 overall. Source: the OMol25 dataset; level of theory: wB97M-V/def2-TZVPD.

Its energy above the lowest of the compared OMol25 structures with the same formula, charge and spin is 137.4 kJ/mol.

ORCA input file:
```
! RIJCOSX wB97M-V def2-TZVPD def2/J DEFGRID3
* xyz -1 1
C 0.521 -1.837 -0.524
C 0.954 -0.783 0.536
C 2.152 0.049 0.094
N -0.259 0.011 0.865
C -0.489 1.208 -0.129
O 0.073 2.310 0.343
H 0.835 -1.463 -1.497
H 0.773 -2.885 -0.299
H -0.567 -1.941 -0.561
H 1.207 -1.438 1.384
H 1.991 0.666 -0.791
H 2.574 0.635 0.933
H 3.105 -0.503 -0.105
H -0.170 0.489 1.752
H -0.040 0.958 -1.118
H -1.608 1.296 -0.140
H -1.774 -0.524 -0.740
H -3.120 0.187 -0.472
O -2.742 -0.584 -0.911
*
```

Here are the Löwdin charges for atoms 1 to 5, given in e:
1 C -0.09
2 C -0.46
3 C -0.11
4 N -0.05
5 C -0.54

=====

A 2-piece molecular cluster, C6H14O overall. Source: the OMol25 dataset; level of theory: wB97M-V/def2-TZVPD.

Its energy above the lowest of the compared OMol25 structures with the same formula, charge and spin is 95.0 kJ/mol. The SMILES is C/C=C/CCC.O.

ORCA input file:
```
! RIJCOSX wB97M-V def2-TZVPD def2/J DEFGRID3
* xyz 0 1
C -0.833 -2.920 1.513
C 0.251 -2.025 0.994
C 0.164 -0.719 0.796
C 1.301 0.107 0.226
C 1.172 0.302 -1.291
C 0.091 1.288 -1.691
H -1.071 -3.706 0.787
H -1.739 -2.353 1.730
H -0.529 -3.441 2.414
H 1.209 -2.499 0.814
H -0.743 -0.156 0.969
H 1.304 1.072 0.725
H 2.258 -0.361 0.421
H 2.127 0.633 -1.694
H 0.998 -0.668 -1.745
H -0.901 0.832 -1.719
H 0.193 1.770 -2.657
H 0.029 2.166 -1.044
O -1.454 3.758 0.115
H -1.703 3.017 -0.454
H -2.122 3.901 0.791
*
```

Here are the Löwdin charges for atoms 1 to 5, given in e:
1 C -0.11
2 C -0.18
3 C -0.13
4 C -0.21
5 C -0.26

=====

C7H11I2N as an isolated structure. Source: the OMol25 dataset; level of theory: wB97M-V/def2-TZVPD.

Its energy above the lowest of the compared OMol25 structures with the same formula, charge and spin is 0.0 kJ/mol.

ORCA input file:
```
! RIJCOSX wB97M-V def2-TZVPD def2/J DEFGRID3
* xyz 0 1
C -2.226 -0.002 1.474
C 2.504 -1.492 0.061
C -0.538 1.925 -0.135
C 1.740 -0.227 -0.346
C 0.261 -0.511 -0.005
C -0.788 0.419 -0.535
C -2.153 -0.058 -0.025
N -2.297 0.049 2.609
I -2.704 -2.050 -0.572
I -3.728 1.282 -0.737
H 2.446 -2.360 -0.727
H 2.095 -1.871 1.009
H 3.545 -1.139 0.164
H -1.046 2.284 0.773
H 0.412 2.294 -0.201
H -0.907 2.395 -0.975
H 2.181 0.569 0.281
H 1.922 0.220 -1.329
H 0.038 -0.529 1.167
H 0.019 -1.577 -0.337
H -0.778 0.379 -1.612
*
```

Here are the Löwdin charges for atoms 1 to 5, given in e:
1 C -0.45
2 C -0.13
3 C -0.07
4 C -0.27
5 C -0.26

=====

A 3-piece molecular cluster, C9H18N3O6 overall. Source: the OMol25 dataset; level of theory: wB97M-V/def2-TZVPD.

ORCA input file:
```
! RIJCOSX wB97M-V def2-TZVPD def2/J DEFGRID3
* xyz 1 1
C 4.807 -3.105 2.304
C 3.657 -2.928 1.323
N 2.369 -2.664 2.003
C 1.365 -3.495 2.160
N 0.247 -3.110 2.788
N 1.342 -4.779 1.632
H 4.469 -3.547 3.241
H 5.293 -2.159 2.535
H 5.559 -3.770 1.881
H 3.524 -3.794 0.683
H 3.812 -2.070 0.669
H 2.267 -1.732 2.385
H -0.367 -3.871 3.049
H 0.283 -2.364 3.470
H 1.806 -5.481 2.199
H 1.679 -4.840 0.679
C -1.857 0.567 0.730
C -0.824 -0.417 0.191
O -1.146 -0.467 -1.195
C -1.795 0.679 -1.535
O -2.029 1.020 -2.644
O -2.118 1.374 -0.419
H -1.501 1.206 1.532
H -2.782 0.071 1.028
H 0.196 -0.038 0.296
H -0.903 -1.422 0.601
C -2.391 4.406 -2.546
C -3.537 4.646 -3.516
O -3.458 6.058 -3.733
C -2.201 6.475 -3.454
O -1.775 7.559 -3.684
O -1.497 5.476 -2.868
H -1.887 3.457 -2.691
H -2.703 4.517 -1.505
H -3.383 4.134 -4.467
H -4.520 4.406 -3.120
*
```

Here are the Löwdin charges for atoms 1 to 5, given in e:
1 C -0.06
2 C -0.18
3 N 0.11
4 C -0.41
5 N 0.21

=====

Number 1: E_LUMO 3.99 eV. Number 2: E_LUMO 0.87 eV. Number 3: E_LUMO -0.53 eV. Number 4: E_LUMO -3.76 eV.